{
  "formula": "C54H55BrClFN3OPS",
  "method": "ωB97M-V/def2-TZVPD",
  "orbital_gap_ev": 7.65,
  "total_energy_ev": -168814.4339,
  "spin_multiplicity": 1,
  "lumo_energy_ev": -0.83,
  "symbols": ["C", "C", "C", "N", "C", "C", "C", "C", "C", "Cl", "C", "P", "O", "Br", "C", "F", "C", "N", "S", "N", "C", "H", "H", "H", "H", "H", "H", "H", "H", "H", "H", "H", "H", "H", "C", "C", "C", "C", "C", "C", "H", "H", "H", "H", "H", "H", "C", "C", "C", "C", "C", "C", "H", "H", "H", "H", "H", "H", "C", "C", "C", "C", "C", "C", "H", "H", "H", "H", "H", "H", "C", "C", "C", "C", "C", "C", "H", "H", "H", "H", "H", "H", "C", "C", "C", "C", "C", "C", "H", "H", "H", "H", "H", "H", "C", "C", "C", "C", "C", "C", "H", "H", "H", "H", "H", "H", "C", "C", "C", "C", "C", "C", "H", "H", "H", "H", "H", "H"],
  "xyz": [[0.35042, -1.37971, -0.63372], [0.76129, -2.75821, -0.20925], [-0.34162, -3.60883, 0.37206], [1.96964, -3.14069, -0.32149], [2.18967, -4.54290, -0.47623], [2.14146, -5.11308, -1.72931], [1.85417, -4.16854, -2.88169], [3.15122, -3.47007, -3.33375], [2.94136, -2.02192, -3.78917], [1.38395, -1.75753, -4.62476], [2.34797, -6.54043, -1.91765], [2.17453, -7.23192, -3.62134], [3.25623, -6.32187, -4.45414], [3.18926, -9.20648, -3.65602], [2.59726, -7.29199, -0.80368], [2.75623, -8.61767, -0.85622], [2.68311, -6.72433, 0.48682], [2.94142, -7.36716, 1.63038], [2.91739, -6.26527, 2.78190], [2.57765, -4.93156, 1.92998], [2.48694, -5.34133, 0.66629], [-0.37043, -1.00875, 0.09201], [1.19382, -0.70595, -0.72675], [-0.20614, -1.50605, -1.56404], [-0.65904, -4.32861, -0.38371], [0.01033, -4.14153, 1.24953], [-1.18536, -3.00149, 0.68006], [1.17103, -3.40035, -2.56616], [1.40319, -4.73268, -3.69501], [3.65968, -4.00010, -4.12835], [3.82401, -3.42184, -2.47995], [3.71052, -1.79228, -4.51874], [3.07034, -1.31578, -2.97745], [2.74722, -5.80026, -5.08555], [1.32871, 0.30808, 2.69012], [1.49525, 1.21466, 3.72640], [2.66610, 1.20879, 4.47135], [3.67308, 0.29993, 4.17241], [3.50705, -0.60468, 3.13189], [2.33237, -0.60298, 2.39288], [0.41376, 0.31307, 2.11045], [0.71027, 1.92601, 3.95117], [2.79550, 1.91209, 5.28463], [4.58814, 0.29781, 4.75065], [4.29240, -1.31145, 2.89677], [2.20114, -1.30745, 1.58213], [-4.54663, -5.22608, -0.99874], [-3.98602, -3.97973, -1.23951], [-4.38879, -2.87995, -0.49438], [-5.34782, -3.02834, 0.49786], [-5.90676, -4.27540, 0.74077], [-5.50904, -5.37332, -0.00948], [-4.23371, -6.08275, -1.58174], [-3.23338, -3.86509, -2.00990], [-3.95496, -1.90647, -0.68689], [-5.65971, -2.17193, 1.08172], [-6.65362, -4.39149, 1.51545], [-5.94862, -6.34452, 0.17735], [-1.03313, 2.02896, -3.97104], [0.15683, 1.40088, -3.62567], [1.03956, 2.02381, -2.75289], [0.73344, 3.26840, -2.22018], [-0.45625, 3.89372, -2.56348], [-1.33707, 3.27611, -3.44028], [-1.72375, 1.54586, -4.65107], [0.40657, 0.42493, -4.02547], [1.97006, 1.53672, -2.48651], [1.42152, 3.74990, -1.53692], [-0.69926, 4.86306, -2.14692], [-2.26338, 3.76885, -3.70737], [-0.87671, -3.50164, -9.64254], [-0.77467, -3.07041, -8.32705], [0.34383, -2.35943, -7.91305], [1.35645, -2.07311, -8.81796], [1.25339, -2.50145, -10.13424], [0.13852, -3.21868, -10.54575], [-1.74757, -4.05830, -9.96428], [-1.56775, -3.28922, -7.62306], [0.43072, -2.02782, -6.88604], [2.22672, -1.51495, -8.49594], [2.04269, -2.27640, -10.84005], [0.06040, -3.55658, -11.57109], [-2.05254, 5.59268, 3.68128], [-2.18265, 6.63593, 4.58769], [-1.28891, 6.75478, 5.64304], [-0.25984, 5.83468, 5.78714], [-0.12829, 4.79371, 4.87914], [-1.02617, 4.66990, 3.82792], [-2.75209, 5.49871, 2.86013], [-2.98200, 7.35670, 4.47193], [-1.39381, 7.56473, 6.35327], [0.44054, 5.92862, 6.60767], [0.67610, 4.07709, 4.99112], [-0.92550, 3.85480, 3.12173], [-4.32257, 3.88542, -1.23186], [-4.06396, 4.50861, -0.01906], [-4.41939, 5.83688, 0.16959], [-5.04196, 6.53995, -0.85258], [-5.30348, 5.91603, -2.06453], [-4.94011, 4.58993, -2.25575], [-4.04003, 2.85088, -1.37933], [-3.58272, 3.95769, 0.77939], [-4.21123, 6.32501, 1.11351], [-5.32294, 7.57465, -0.70452], [-5.78981, 6.46417, -2.86118], [-5.13887, 4.10520, -3.20334], [1.61389, 4.81088, 9.20519], [1.66186, 5.20027, 10.53632], [2.85008, 5.66732, 11.08048], [3.98862, 5.75263, 10.29127], [3.94030, 5.36618, 8.95925], [2.75421, 4.89181, 8.41694], [0.68730, 4.44381, 8.78157], [0.77246, 5.13922, 11.15016], [2.88885, 5.96563, 12.12019], [4.91414, 6.12077, 10.71478], [4.82794, 5.43418, 8.34351], [2.71796, 4.58572, 7.37855]],
  "atomic_forces_ev_per_a": [[-0.07, -0.33, 0.85], [-0.02, 0.26, 0.82], [0.08, -0.12, -0.53], [0.02, -0.38, -1.48], [-0.08, 0.45, 0.73], [-0.24, 0.29, 0.35], [0.84, -0.77, 0.05], [-0.45, 0.59, 0.05], [0.76, -0.34, -0.18], [0.12, -0.04, 0.13], [0.75, -0.08, 0.49], [-0.89, 0.04, -0.13], [0.12, -0.04, 0.26], [0.18, 0.21, -0.01], [-0.10, -0.29, -0.44], [-0.01, 0.02, 0.11], [0.12, -0.26, 0.37], [0.03, -0.21, 0.02], [-0.11, 0.38, -0.11], [0.16, -0.39, 0.42], [-0.16, 0.40, -0.78], [0.00, 0.36, 0.00], [0.04, 0.07, -0.26], [0.14, 0.19, -0.23], [-0.23, -0.16, 0.10], [0.17, -0.18, -0.01], [-0.18, 0.04, -0.16], [-0.41, 0.02, 0.03], [-0.22, 0.24, -0.14], [0.00, -0.29, -0.01], [0.15, -0.04, 0.01], [-0.01, 0.19, -0.13], [-0.52, 0.10, 0.17], [0.14, -0.07, -0.26], [-0.01, -0.01, -0.03], [-0.02, 0.04, 0.03], [0.02, -0.01, -0.02], [-0.02, 0.00, -0.01], [0.01, 0.03, 0.05], [-0.03, 0.01, -0.06], [0.00, 0.01, 0.00], [-0.01, -0.01, 0.03], [0.01, 0.00, 0.00], [0.00, 0.00, 0.00], [-0.01, -0.02, 0.00], [0.07, -0.04, 0.02], [0.01, -0.01, 0.01], [0.04, 0.01, -0.02], [0.03, 0.00, 0.01], [0.01, 0.01, 0.01], [-0.01, 0.00, 0.00], [0.01, 0.00, 0.01], [0.00, 0.00, 0.00], [-0.01, 0.00, -0.02], [0.00, 0.00, 0.00], [-0.01, 0.00, 0.00], [-0.01, 0.00, 0.00], [0.00, 0.00, 0.00], [0.03, 0.02, 0.06], [0.02, -0.05, 0.03], [-0.02, -0.02, 0.01], [0.03, -0.01, 0.03], [-0.03, 0.04, 0.02], [-0.05, -0.03, -0.04], [0.01, 0.01, -0.01], [-0.11, 0.23, 0.02], [0.00, 0.00, 0.00], [0.00, 0.00, 0.00], [-0.01, 0.00, 0.00], [0.00, 0.00, 0.01], [0.00, -0.01, 0.00], [0.01, -0.01, 0.00], [-0.06, 0.02, 0.02], [0.01, -0.01, 0.00], [0.02, -0.01, 0.00], [0.00, 0.01, 0.00], [0.00, 0.00, 0.00], [0.00, 0.00, 0.00], [-0.05, -0.04, -0.21], [0.00, 0.01, 0.00], [0.00, 0.00, 0.00], [0.00, 0.01, 0.00], [0.00, 0.00, 0.00], [-0.01, 0.00, 0.00], [0.00, 0.00, -0.01], [0.02, 0.00, 0.03], [0.00, -0.02, -0.01], [0.00, -0.02, -0.01], [0.01, -0.01, 0.00], [-0.01, 0.00, 0.01], [0.01, 0.01, 0.00], [0.00, 0.02, 0.00], [0.01, 0.01, 0.00], [0.01, 0.01, -0.01], [0.01, -0.03, 0.00], [0.02, 0.00, 0.02], [0.00, -0.01, -0.01], [0.00, 0.01, 0.01], [0.01, 0.01, -0.01], [0.00, 0.01, 0.01], [0.02, 0.00, -0.01], [0.01, -0.01, 0.00], [-0.02, 0.01, -0.01], [0.00, 0.00, 0.00], [0.00, 0.00, 0.00], [-0.01, 0.00, 0.00], [0.00, -0.01, -0.03], [-0.01, 0.00, 0.01], [0.00, 0.01, 0.00], [0.00, 0.00, 0.01], [0.02, 0.00, -0.01], [-0.03, 0.00, 0.01], [0.00, -0.01, 0.00], [0.00, -0.01, 0.00], [0.00, 0.01, 0.00], [0.00, 0.00, 0.00], [0.00, 0.00, 0.00], [0.00, 0.01, 0.00]]
}